No. 1
Density functional theory data (ωB97M-V/def2-TZVPD) for a structure of composition BrCdH4O2.

Calculated values
Energy   -2894.10360 Eh
Relative energy (zero: lowest compared OMol25 entry of this formula, charge and spin)   520.7 kJ/mol
Largest force on an atom   11.86 eV/A
Net charge   +1

Positions of all 8 atoms, in Å:
Cd 1.268 -2.035 -1.171
Br 0.736 -0.262 -0.404
O -0.084 -0.795 1.883
H 0.292 -0.802 1.003
H -0.767 -0.125 1.847
O -0.783 1.479 -1.259
H -0.500 0.568 -1.177
H -0.162 1.972 -0.722

---

No. 2
Density functional theory data (ωB97M-V/def2-TZVPD) for a cluster of 2 separate species, C4H9O2S in total.

Calculated values
Energy   -706.39205 Eh
2S+1   2
Expectation value of S²   0.756
Relative energy (zero: lowest compared OMol25 entry of this formula, charge and spin)   83.7 kJ/mol
Largest force on an atom   2.31 eV/A

Positions of all 16 atoms, in Å:
C -1.357 -1.955 -0.124
S -2.691 -1.035 0.621
C -2.032 0.650 0.612
H -0.377 -1.654 0.261
H -1.294 -1.792 -1.200
H -1.491 -3.021 0.052
H -2.650 1.173 1.336
H -0.955 0.533 0.828
H -2.125 1.130 -0.357
O 0.606 0.624 -1.254
C 1.308 0.591 -0.257
O 0.964 0.145 0.893
C 2.760 1.067 -0.323
H 3.359 0.215 -0.639
H 2.855 1.851 -1.070
H 3.119 1.477 0.619

---

No. 3
Density functional theory data (ωB97M-V/def2-TZVPD) for a cluster of 8 separate species, C4H23NO8 in total.

Calculated values
Energy   -822.77424 Eh
SMILES   CCNCC=O.O.O.O.O.O.O.O
Relative energy (zero: lowest compared OMol25 entry of this formula, charge and spin)   291.0 kJ/mol
Largest force on an atom   7.79 eV/A

Positions of all 36 atoms, in Å:
C -0.277 -2.501 2.199
C -0.963 -1.234 1.785
N -0.567 -0.812 0.381
C -1.058 0.497 0.159
C -0.019 1.563 -0.435
O 0.271 1.428 -1.653
H -0.264 -3.245 1.272
H -0.827 -3.110 3.001
H 0.882 -2.471 2.462
H -0.540 -0.448 2.559
H -2.082 -1.194 1.856
H -0.921 -1.511 -0.290
H -1.949 0.398 -0.439
H -1.344 0.994 1.096
H 0.421 2.160 0.269
H 1.946 2.153 3.559
H 2.446 2.149 2.033
O 2.511 2.635 2.869
H 3.103 1.067 -2.671
H 1.749 0.740 -2.207
O 2.691 0.399 -2.198
H -2.626 -1.842 -2.805
H -1.784 -2.868 -2.020
O -2.218 -1.929 -1.949
H 3.055 -0.854 1.982
H 2.429 -1.148 0.624
O 2.831 -0.443 1.175
H 1.081 -1.444 -3.366
H 0.655 -1.345 -1.907
O 0.383 -1.658 -2.779
H -2.982 0.475 -2.491
H -4.099 -0.305 -2.000
O -3.955 0.382 -2.579
H 1.005 4.349 1.597
H 0.722 4.549 0.011
O 0.293 4.425 0.900

---

No. 4
Density functional theory data (ωB97M-V/def2-TZVPD) for a structure of composition C32H57BN11P2S3Sn.

Calculated values
Energy   -3972.08543 Eh
Largest force on an atom   1.72 eV/A
Net charge   +1

Positions of all 107 atoms, in Å:
Sn 0.682 -0.548 -0.063
C 0.475 -4.774 -1.915
C -0.171 -3.631 -2.691
C -1.515 -3.303 -2.036
C -0.396 -4.069 -4.137
P 0.890 -2.065 -2.465
C -0.036 -0.831 -3.523
N -1.078 -0.205 -2.744
B -1.075 0.289 -1.442
N -2.311 0.809 -1.082
C -2.783 1.455 0.120
P -1.900 0.780 1.628
C -2.045 2.285 2.769
C -1.641 1.851 4.179
C -0.970 3.245 2.247
C -3.399 2.988 2.807
C -3.102 -0.592 2.154
C -4.508 -0.184 2.583
C -2.412 -1.360 3.283
C -3.191 -1.511 0.933
C -3.118 0.651 -2.210
C -4.445 0.988 -2.418
C -5.010 0.671 -3.639
C -4.275 0.037 -4.633
C -2.944 -0.288 -4.444
C -2.369 0.026 -3.225
C 2.586 -2.162 -3.309
C 2.547 -2.649 -4.753
C 3.452 -3.089 -2.454
C 3.172 -0.748 -3.263
H -0.186 -5.636 -1.926
H 0.647 -4.502 -0.877
H 1.417 -5.080 -2.357
H -2.139 -4.194 -2.034
H -2.056 -2.522 -2.565
H -1.370 -3.010 -0.998
H -1.232 -4.765 -4.157
H 0.469 -4.589 -4.538
H -0.644 -3.247 -4.803
H -0.492 -1.316 -4.388
H 0.659 -0.064 -3.880
H -3.859 1.292 0.216
H -2.597 2.531 0.037
H -0.725 1.259 4.153
H -2.419 1.265 4.660
H -1.469 2.731 4.796
H -0.014 2.725 2.162
H -0.867 4.079 2.940
H -1.212 3.660 1.271
H -4.173 2.347 3.214
H -3.717 3.343 1.830
H -3.321 3.859 3.456
H -4.510 0.302 3.554
H -5.114 -1.085 2.671
H -4.993 0.466 1.857
H -2.425 -0.815 4.222
H -1.373 -1.568 3.024
H -2.912 -2.313 3.441
H -3.775 -1.073 0.128
H -3.653 -2.455 1.215
H -2.190 -1.738 0.568
H -5.030 1.487 -1.663
H -6.042 0.922 -3.826
H -4.747 -0.207 -5.571
H -2.387 -0.771 -5.232
H 2.306 -3.705 -4.818
H 3.532 -2.509 -5.193
H 1.835 -2.084 -5.347
H 3.211 -4.136 -2.615
H 3.330 -2.871 -1.395
H 4.502 -2.951 -2.705
H 2.744 -0.098 -4.022
H 4.243 -0.798 -3.452
H 3.042 -0.293 -2.277
C 2.220 5.820 2.316
C 2.592 5.438 0.895
S 2.034 3.786 0.339
C 3.622 2.907 0.290
C 4.150 2.516 1.655
S 2.924 1.548 2.611
C 3.004 2.378 4.233
C 2.286 3.714 4.285
S 3.281 5.112 3.625
H 1.189 5.560 2.540
H 2.351 6.896 2.420
H 3.671 5.473 0.750
H 2.114 6.146 0.217
H 4.338 3.555 -0.221
H 3.455 2.014 -0.312
H 4.396 3.388 2.261
H 5.037 1.894 1.526
H 4.053 2.483 4.506
H 2.522 1.681 4.918
H 2.065 3.959 5.325
H 1.359 3.669 3.718
N 2.760 -2.428 2.178
C 1.511 -2.897 1.946
N 1.000 -3.999 2.455
N -0.215 -4.098 1.942
N -0.474 -3.139 1.167
N 0.597 -2.314 1.125
C 3.376 -1.530 1.379
N 4.648 -1.209 1.433
N 4.835 -0.328 0.462
N 3.767 -0.105 -0.173
N 2.781 -0.853 0.362
H 3.347 -2.975 2.791

---

No. 5
Density functional theory data (ωB97M-V/def2-TZVPD) for the ion C4H7NO3 with charge -2.

Calculated values
Energy   -437.03360 Eh
SMILES   N[C@H](C[O-])CC(=O)[O-]
Relative energy (zero: lowest compared OMol25 entry of this formula, charge and spin)   63.1 kJ/mol
Largest force on an atom   2.57 eV/A
Net charge   -2

Positions of all 15 atoms, in Å:
C -1.861 -0.022 0.092
O -2.339 -0.907 1.037
C -0.413 -0.282 -0.404
C 0.599 -0.196 0.731
C 2.126 -0.372 0.405
O 2.529 -0.042 -0.734
O 2.844 -0.852 1.369
N -0.089 0.676 -1.508
H -2.542 0.024 -0.797
H -1.811 1.013 0.485
H -0.380 -1.278 -0.751
H 0.341 -0.954 1.535
H 0.431 0.850 1.193
H 0.915 0.673 -1.542
H -0.349 1.667 -1.112

---

No. 6
Density functional theory data (ωB97M-V/def2-TZVPD) for the ion C6H11NP with charge +1.

Calculated values
Energy   -630.80766 Eh
Relative energy (zero: lowest compared OMol25 entry of this formula, charge and spin)   546.9 kJ/mol
Largest force on an atom   3.55 eV/A
Net charge   +1

Positions of all 19 atoms, in Å:
C 0.290 1.855 0.143
C -1.954 1.628 -1.077
C -0.602 -0.240 0.579
C 2.244 -0.836 0.025
C -3.095 -1.177 -0.230
C 1.747 0.221 1.029
N 0.435 0.671 0.530
P -2.051 0.343 -0.069
H 1.147 2.491 -0.118
H -2.685 2.365 -0.957
H -0.362 -0.911 1.435
H 1.600 -1.721 0.244
H 2.099 -0.569 -0.963
H 3.347 -0.989 0.072
H -3.513 -1.292 -1.177
H -3.932 -1.207 0.461
H -2.337 -1.918 0.004
H 2.493 1.010 1.240
H 1.400 -0.319 1.891

---

Repeat the third record exactly.
Density functional theory data (ωB97M-V/def2-TZVPD) for a cluster of 8 separate species, C4H23NO8 in total.

Calculated values
Energy   -822.77424 Eh
SMILES   CCNCC=O.O.O.O.O.O.O.O
Relative energy (zero: lowest compared OMol25 entry of this formula, charge and spin)   291.0 kJ/mol
Largest force on an atom   7.79 eV/A

Positions of all 36 atoms, in Å:
C -0.277 -2.501 2.199
C -0.963 -1.234 1.785
N -0.567 -0.812 0.381
C -1.058 0.497 0.159
C -0.019 1.563 -0.435
O 0.271 1.428 -1.653
H -0.264 -3.245 1.272
H -0.827 -3.110 3.001
H 0.882 -2.471 2.462
H -0.540 -0.448 2.559
H -2.082 -1.194 1.856
H -0.921 -1.511 -0.290
H -1.949 0.398 -0.439
H -1.344 0.994 1.096
H 0.421 2.160 0.269
H 1.946 2.153 3.559
H 2.446 2.149 2.033
O 2.511 2.635 2.869
H 3.103 1.067 -2.671
H 1.749 0.740 -2.207
O 2.691 0.399 -2.198
H -2.626 -1.842 -2.805
H -1.784 -2.868 -2.020
O -2.218 -1.929 -1.949
H 3.055 -0.854 1.982
H 2.429 -1.148 0.624
O 2.831 -0.443 1.175
H 1.081 -1.444 -3.366
H 0.655 -1.345 -1.907
O 0.383 -1.658 -2.779
H -2.982 0.475 -2.491
H -4.099 -0.305 -2.000
O -3.955 0.382 -2.579
H 1.005 4.349 1.597
H 0.722 4.549 0.011
O 0.293 4.425 0.900